# C35H59ClIN3O8P

A 4-piece molecular cluster, C35H59ClIN3O8P overall (ωB97M-V/def2-TZVPD, the OMol25 dataset).

XYZ file:
```
108
C35H59ClIN3O8P, DFT ωB97M-V/def2-TZVPD
C 1.351 -4.279 1.028
O 2.475 -4.047 1.849
C 2.614 -2.680 2.217
C 4.012 -2.156 1.917
C 4.512 -2.488 0.496
C 4.992 -1.245 -0.308
C 4.317 -1.187 -1.675
C 4.935 -0.120 -2.585
C 4.014 0.404 -3.708
C 2.880 -0.540 -4.138
C 1.469 -0.196 -3.591
C 0.747 -1.369 -2.887
C 0.422 -1.243 -1.393
C -0.399 -0.047 -1.003
C 0.157 1.120 -0.475
I 2.215 1.291 -0.115
C -0.658 2.219 -0.104
P 0.090 3.818 0.486
C 0.025 3.551 2.278
O -1.140 4.903 0.340
N -1.971 2.140 -0.194
N -2.487 1.016 -0.657
C -3.961 0.994 -0.681
C -4.547 0.170 0.460
C -3.669 -0.159 1.638
N -5.743 -0.190 0.321
C -1.815 -0.058 -1.085
C -2.585 -1.235 -1.601
C -2.961 -1.170 -3.115
C -2.697 -2.488 -3.854
Cl -2.242 0.238 -3.953
H 0.411 -4.029 1.532
H 1.415 -3.639 0.139
H 1.328 -5.326 0.729
H 1.854 -2.080 1.696
H 2.395 -2.586 3.287
H 4.684 -2.638 2.632
H 4.012 -1.083 2.121
H 5.317 -3.217 0.560
H 3.691 -2.949 -0.058
H 6.074 -1.286 -0.440
H 4.740 -0.362 0.284
H 4.384 -2.179 -2.131
H 3.263 -0.933 -1.528
H 5.186 0.726 -1.936
H 5.888 -0.474 -2.981
H 3.632 1.392 -3.441
H 4.642 0.566 -4.587
H 3.125 -1.583 -3.936
H 2.802 -0.456 -5.224
H 0.850 0.090 -4.444
H 1.517 0.698 -2.964
H -0.167 -1.611 -3.432
H 1.385 -2.251 -2.983
H -0.124 -2.145 -1.115
H 1.317 -1.248 -0.771
H 0.236 4.520 2.735
H -0.955 3.219 2.625
H 0.809 2.851 2.564
H -1.125 5.240 -0.564
H -4.309 0.640 -1.647
H -4.305 2.021 -0.567
H -2.907 -0.882 1.327
H -3.211 0.730 2.070
H -4.249 -0.642 2.424
H -6.066 -0.710 1.134
H -1.990 -2.126 -1.412
H -3.518 -1.374 -1.058
H -4.036 -1.003 -3.157
H -3.578 -2.775 -4.429
H -1.872 -2.406 -4.559
H -2.502 -3.300 -3.153
O 5.512 2.360 0.464
C 5.385 3.388 1.071
O 6.420 4.164 1.443
C 5.952 5.265 2.253
C 4.478 5.430 1.890
C 4.091 3.992 1.558
H 6.096 5.001 3.302
H 6.551 6.142 2.025
H 3.886 5.888 2.680
H 4.387 6.051 0.998
H 3.773 3.443 2.447
H 3.328 3.922 0.788
O -3.497 2.828 2.806
C -4.271 3.750 2.837
O -5.293 3.783 3.708
C -6.125 4.935 3.465
C -5.227 5.918 2.725
C -4.304 4.977 1.951
H -6.980 4.617 2.865
H -6.485 5.312 4.418
H -5.782 6.615 2.101
H -4.643 6.497 3.441
H -4.722 4.691 0.984
H -3.304 5.372 1.808
O -1.494 -4.059 -0.304
C -2.163 -5.023 -0.039
O -3.237 -5.358 -0.775
C -3.918 -6.488 -0.185
C -2.865 -7.175 0.673
C -1.997 -5.995 1.111
H -4.756 -6.110 0.403
H -4.303 -7.117 -0.983
H -3.292 -7.744 1.495
H -2.275 -7.857 0.061
H -2.371 -5.519 2.019
H -0.952 -6.258 1.243
```

## Properties
- E_LUMO: -3.5 eV
- E_tot: -88008.84222 eV
- E_HOMO: -0.4161 Eh
- Charge: +1
- Frontier orbital gap: 0.2860 hartree

---

# C35H59F3NO7P

A 5-piece molecular cluster, C35H59F3NO7P overall (ωB97M-V/def2-TZVPD, the OMol25 dataset).

XYZ file:
```
106
C35H59F3NO7P, DFT ωB97M-V/def2-TZVPD
C 6.465 2.974 4.043
C 5.751 1.880 3.045
P 3.848 2.239 2.834
C 3.057 2.575 4.567
C 3.113 0.669 2.030
C 2.279 0.782 0.767
C 1.980 2.293 0.121
C 0.732 2.903 1.052
C -0.762 2.467 0.444
O -0.877 1.505 -0.514
N -1.944 3.238 0.988
C -2.758 2.445 1.987
C -4.413 2.581 1.863
C -5.423 1.812 2.914
C -4.871 0.873 4.169
C -3.211 0.727 4.257
C -2.178 1.505 3.199
C 1.685 -0.623 0.082
O 1.708 -0.850 -1.240
C 1.113 -1.732 1.195
C 1.939 -1.842 2.464
C 1.413 -2.876 3.627
F 2.327 -2.981 4.790
F 0.037 -2.500 4.124
F 1.241 -4.210 2.975
C 3.300 -0.881 2.605
O 4.429 -1.375 3.120
H 5.845 3.978 4.134
H 6.609 2.490 5.119
H 7.544 3.212 3.613
H 6.184 1.896 1.951
H 5.819 0.802 3.497
H 3.300 3.715 4.817
H 1.869 2.519 4.529
H 3.515 1.929 5.429
H 1.630 2.089 -0.998
H 2.932 2.989 0.140
H 0.810 4.058 1.223
H 0.811 2.398 2.130
H -2.516 3.586 0.186
H -4.861 3.267 1.003
H -6.601 1.937 2.806
H -5.613 0.356 4.931
H -2.823 0.051 5.155
H -1.015 1.376 3.330
H 0.139 -2.385 1.012
C 0.852 -0.711 -7.237
C 0.408 0.423 -6.328
O -0.867 0.204 -5.728
C -0.987 -0.949 -4.897
C -0.033 -0.944 -3.715
H 0.114 -0.878 -8.031
H 1.817 -0.476 -7.697
H 0.963 -1.651 -6.693
H 0.321 1.337 -6.924
H 1.157 0.628 -5.558
H -0.871 -1.858 -5.496
H -2.016 -0.957 -4.520
H 1.012 -0.942 -4.032
H -0.194 -1.830 -3.092
H -0.190 -0.051 -3.101
C 7.231 1.956 -3.341
C 6.814 2.053 -1.882
O 5.409 1.912 -1.682
C 4.828 0.681 -2.109
C 5.412 -0.536 -1.411
H 6.712 2.716 -3.939
H 8.311 2.106 -3.440
H 6.989 0.982 -3.771
H 7.086 3.043 -1.505
H 7.358 1.329 -1.268
H 4.902 0.587 -3.197
H 3.759 0.742 -1.876
H 6.479 -0.652 -1.614
H 4.905 -1.446 -1.747
H 5.292 -0.449 -0.326
C -3.340 -0.140 -7.605
C -4.596 -0.768 -8.187
O -4.361 -1.499 -9.388
C -3.457 -2.597 -9.296
C -3.902 -3.665 -8.311
H -2.871 0.529 -8.337
H -3.583 0.437 -6.706
H -2.598 -0.892 -7.328
H -5.302 0.029 -8.438
H -5.097 -1.403 -7.451
H -2.450 -2.238 -9.061
H -3.401 -3.042 -10.296
H -3.970 -3.279 -7.292
H -3.194 -4.500 -8.308
H -4.893 -4.047 -8.583
C -6.050 -1.474 9.889
C -5.944 -1.070 8.428
O -4.639 -1.249 7.882
C -4.125 -2.579 7.893
C -4.977 -3.563 7.110
H -5.334 -0.907 10.496
H -7.060 -1.282 10.266
H -5.835 -2.534 10.036
H -6.176 -0.003 8.341
H -6.685 -1.596 7.818
H -3.977 -2.917 8.924
H -3.129 -2.534 7.437
H -5.983 -3.655 7.525
H -4.518 -4.557 7.119
H -5.082 -3.236 6.070
```

## Properties
- E_LUMO: -2.0 eV
- E_tot: -70494.52273 eV
- E_HOMO: -0.3036 Eh
- Charge: 0
- Relative energy (zero: lowest compared OMol25 entry of this formula, charge and spin): 18.983 eV
- Frontier orbital gap: 0.2302 hartree
- Structure (SMILES): CCP(C)C1=C(CCC(=O)Nc2ccccc2)C(=O)C=C(C(F)(F)F)C1=O.CCOCC.CCOCC.CCOCC.CCOCC

---

# C35H60BI2N7O11

C35H60BI2N7O11 as an isolated structure (ωB97M-V/def2-TZVPD, the OMol25 dataset).

XYZ file:
```
116
C35H60BI2N7O11, DFT ωB97M-V/def2-TZVPD
C -3.346 -8.384 5.277
B -3.856 -7.414 4.038
O -4.726 -7.998 2.997
C -3.423 -5.816 4.016
C -3.713 -5.022 5.244
C -3.348 -3.402 5.427
O -3.465 -2.942 6.700
C -2.850 -2.510 4.145
C -2.527 -3.367 2.745
C -2.052 -2.672 1.337
C -1.848 -1.024 1.318
O -1.436 -0.418 0.019
C -2.137 -0.143 2.693
C -2.643 -0.884 4.101
C -2.966 -0.011 5.463
I -5.104 0.411 5.900
C -1.959 0.506 6.429
C -0.348 0.279 6.183
I -2.684 1.593 8.213
C -2.723 -5.028 2.757
O -2.263 -5.756 1.717
H -3.714 -9.486 5.111
H -3.722 -8.045 6.334
H -2.176 -8.404 5.306
H -5.690 -7.779 3.216
H -4.215 -5.591 6.165
H -1.863 -3.354 0.382
H -0.461 -0.147 0.054
H -1.987 1.027 2.592
H 0.220 -0.032 7.176
H -0.166 -0.520 5.333
H 0.094 1.347 5.890
C -9.308 3.059 7.388
C -8.897 1.628 7.606
O -8.698 0.854 6.674
N -8.747 1.200 8.893
C -8.935 1.957 10.107
H -9.388 3.258 6.315
H -10.283 3.241 7.846
H -8.555 3.730 7.808
H -8.470 0.228 8.966
H -7.994 1.949 10.663
H -9.709 1.462 10.700
H -9.232 2.989 9.913
C 4.359 -1.201 4.182
C 3.089 -0.401 4.278
O 1.980 -0.915 4.157
N 3.198 0.939 4.509
C 4.403 1.715 4.677
H 4.117 -2.252 3.996
H 4.968 -0.835 3.352
H 4.913 -1.134 5.121
H 2.305 1.415 4.561
H 4.368 2.189 5.661
H 4.422 2.487 3.904
H 5.305 1.105 4.602
C 2.041 -3.432 5.281
C 2.698 -4.121 6.446
O 3.502 -3.548 7.177
N 2.372 -5.425 6.679
C 1.456 -6.257 5.935
H 2.395 -2.399 5.219
H 2.302 -3.943 4.352
H 0.957 -3.418 5.420
H 2.850 -5.826 7.478
H 0.675 -6.599 6.619
H 2.010 -7.120 5.558
H 0.998 -5.727 5.098
C 1.519 3.822 -1.339
C 0.955 2.452 -1.075
O 0.870 1.986 0.058
N 0.531 1.723 -2.147
C 0.551 2.099 -3.540
H 1.815 4.285 -0.393
H 2.403 3.744 -1.977
H 0.761 4.452 -1.810
H 0.164 0.812 -1.897
H -0.474 2.070 -3.916
H 1.155 1.367 -4.082
H 0.966 3.097 -3.696
C 3.760 3.911 -6.773
C 3.522 2.792 -5.797
O 3.492 2.976 -4.583
N 3.335 1.538 -6.301
C 3.335 1.130 -7.686
H 3.891 4.851 -6.228
H 4.667 3.716 -7.349
H 2.899 4.015 -7.438
H 3.180 0.834 -5.589
H 2.365 0.679 -7.908
H 4.121 0.382 -7.820
H 3.511 1.964 -8.366
C -0.638 1.964 -11.265
C 0.018 1.276 -10.100
O 0.823 1.848 -9.369
N -0.307 -0.029 -9.867
C -1.223 -0.860 -10.611
H -0.284 2.998 -11.327
H -0.377 1.453 -12.194
H -1.722 1.979 -11.126
H 0.171 -0.429 -9.068
H -2.004 -1.202 -9.927
H -0.669 -1.724 -10.988
H -1.681 -0.331 -11.448
C 7.457 4.565 -9.972
C 5.971 4.344 -9.901
O 5.475 3.432 -9.244
N 5.168 5.199 -10.598
C 5.564 6.318 -11.418
H 7.969 3.809 -9.369
H 7.799 4.470 -11.006
H 7.707 5.551 -9.575
H 4.180 4.992 -10.505
H 5.101 7.219 -11.011
H 5.192 6.146 -12.432
H 6.647 6.449 -11.449
```

## Properties
- E_LUMO: -1.5 eV
- E_tot: -87087.56655 eV
- E_HOMO: -0.3015 Eh
- Charge: 0
- Frontier orbital gap: 0.2456 hartree

---

# C35H60N14O3

A 11-piece molecular cluster, C35H60N14O3 overall (ωB97M-V/def2-TZVPD, the OMol25 dataset).

XYZ file:
```
112
C35H60N14O3, DFT ωB97M-V/def2-TZVPD
C -2.806 5.015 2.001
C -1.878 5.903 1.337
C -1.217 5.087 0.404
N -1.579 3.791 0.576
C -2.554 3.745 1.519
H -3.530 5.365 2.720
H -1.631 6.940 1.488
H -0.420 5.400 -0.251
H -1.395 3.060 -0.094
H -2.969 2.763 1.692
C 4.087 0.923 -2.641
C 3.691 0.880 -1.275
C 4.170 2.081 -0.714
N 4.863 2.706 -1.682
C 4.828 2.040 -2.898
H 3.888 0.167 -3.386
H 3.103 0.104 -0.818
H 4.018 2.585 0.228
H 5.280 3.596 -1.459
H 5.380 2.509 -3.695
C -0.668 3.459 -2.850
C -0.132 4.757 -2.940
C 1.124 4.715 -2.358
N 1.471 3.388 -2.206
C 0.359 2.619 -2.474
H -1.686 3.290 -3.166
H -0.620 5.634 -3.336
H 1.854 5.504 -2.257
H 2.377 3.116 -1.861
H 0.426 1.555 -2.305
C -0.362 -3.036 3.833
C 0.522 -2.725 4.867
C 1.820 -2.548 4.406
N 1.709 -2.632 3.003
C 0.404 -2.959 2.669
H -1.428 -3.191 3.844
H 0.178 -2.863 5.882
H 2.698 -2.210 4.928
H 2.510 -2.567 2.389
H 0.245 -3.200 1.629
N 0.728 1.994 2.859
C 1.773 1.272 3.302
N 2.271 1.484 4.513
O 2.354 0.448 2.575
H 0.244 1.622 2.042
H 0.144 2.348 3.603
H 2.320 2.486 4.652
H 3.017 0.890 4.828
N 4.821 -0.311 1.441
C 5.153 -1.599 1.528
N 6.426 -1.868 1.171
O 4.340 -2.449 1.811
H 3.893 -0.111 1.809
H 5.290 0.173 0.696
H 7.131 -1.164 1.055
H 6.651 -2.843 1.063
N -0.950 -0.478 -0.938
C -0.312 -0.102 0.197
N 0.889 -0.635 0.397
O -0.855 0.752 0.932
H -0.605 -1.346 -1.324
H -1.958 -0.399 -0.913
H 1.490 -0.296 1.140
H 1.212 -1.341 -0.248
C -5.978 1.839 -4.010
C -6.663 0.544 -3.646
C -6.104 -0.131 -2.352
C -4.781 0.254 -1.837
N -3.765 0.557 -1.407
H -6.421 2.706 -3.515
H -6.146 2.077 -5.062
H -4.913 1.862 -3.776
H -6.449 -0.133 -4.469
H -7.678 0.827 -3.375
H -5.906 -1.124 -2.765
H -6.818 -0.169 -1.533
C -0.578 -1.541 -4.299
C -1.726 -0.692 -4.796
C -2.787 -1.433 -5.647
C -3.628 -2.331 -4.818
N -4.275 -3.044 -4.180
H 0.228 -0.825 -4.141
H -0.391 -2.283 -5.075
H -0.843 -2.031 -3.364
H -1.442 0.187 -5.378
H -2.234 -0.210 -3.956
H -2.370 -2.125 -6.379
H -3.505 -0.703 -6.021
C 3.786 -6.549 1.521
C 3.294 -5.207 1.014
C 2.717 -5.353 -0.394
C 2.031 -4.128 -0.809
N 1.475 -3.164 -1.088
H 3.046 -7.263 1.888
H 4.598 -6.402 2.232
H 4.231 -7.177 0.742
H 4.124 -4.499 0.957
H 2.599 -4.694 1.678
H 2.007 -6.178 -0.329
H 3.462 -5.467 -1.182
C -4.112 0.493 3.515
C -2.838 -0.294 3.141
C -1.630 0.081 4.064
C -1.923 -0.434 5.401
N -2.147 -0.810 6.460
H -5.008 0.242 2.949
H -3.971 1.566 3.357
H -4.327 0.450 4.584
H -2.537 0.031 2.145
H -2.986 -1.365 3.268
H -1.570 1.169 4.074
H -0.743 -0.417 3.676
```

## Properties
- E_LUMO: 0.3 eV
- E_tot: -64272.99141 eV
- E_HOMO: -0.2746 Eh
- Charge: 0
- Frontier orbital gap: 0.2868 hartree
- Structure (SMILES): c1cc[nH]c1.c1cc[nH]c1.c1cc[nH]c1.c1cc[nH]c1.NC(N)=O.NC(N)=O.NC(N)=O.CCCC#N.CCCC#N.CCCC#N.CCCC#N